# 1
27
Properties=species:S:1:pos:R:3 method="wB97M-V/def2-TZVPD" charge=0 multiplicity=1 homo_energy_ha=-0.305
C 2.559 -0.363 -1.335
C 1.209 -0.874 -1.053
C 0.218 -0.059 -0.242
C -0.297 1.046 -0.711
C -1.425 1.769 0.035
C 0.035 1.578 -2.061
N -0.146 -0.554 1.129
C 0.940 -1.092 1.938
S -1.353 -1.781 1.054
C -2.780 -1.056 1.913
H 2.749 0.613 -0.751
H 3.370 -0.993 -1.201
H 2.665 -0.094 -2.407
H 1.469 -1.683 -0.375
H 0.747 -1.335 -1.912
H -1.223 2.797 0.186
H -2.300 1.550 -0.576
H -1.256 1.316 1.041
H -0.874 1.892 -2.775
H 0.742 0.939 -2.504
H 0.451 2.574 -1.980
H 1.397 -2.008 1.486
H 1.738 -0.251 1.895
H 0.547 -1.308 2.915
H -3.329 -1.805 2.345
H -3.545 -0.448 1.247
H -2.308 -0.371 2.699

# 2
86
Properties=species:S:1:pos:R:3 method="wB97M-V/def2-TZVPD" s2=8.76 charge=0 multiplicity=6 homo_energy_ha="-0.301 / -0.301"
Fe -1.249 0.754 -0.666
C 4.187 -3.593 0.418
O 4.776 -2.491 1.121
C 4.119 -2.074 2.246
C 4.705 -2.303 3.481
C 4.096 -1.857 4.643
C 2.898 -1.161 4.563
C 2.324 -0.902 3.329
C 2.919 -1.362 2.156
N 2.407 -1.080 0.869
C 1.085 -0.835 0.570
N 0.220 -1.558 1.305
C -1.188 -1.473 1.434
C -1.998 -0.590 0.730
C -3.359 -0.588 1.078
C -3.876 -1.427 2.045
C -3.050 -2.327 2.713
C -1.707 -2.347 2.404
O -0.786 -3.174 2.995
C -1.208 -3.902 4.135
N 0.703 -0.013 -0.376
C 1.692 0.537 -1.251
C 1.816 1.920 -1.351
C 2.656 2.509 -2.280
C 3.396 1.710 -3.138
C 3.304 0.333 -3.041
C 2.465 -0.260 -2.107
O 2.551 -1.626 -1.987
C 1.358 -2.421 -2.045
H 4.998 -4.258 0.127
H 3.669 -3.242 -0.471
H 3.493 -4.136 1.063
H 5.642 -2.843 3.503
H 4.556 -2.049 5.603
H 2.417 -0.795 5.461
H 1.416 -0.320 3.269
H 3.083 -0.865 0.153
H 0.641 -2.215 1.943
H -4.036 0.087 0.575
H -4.931 -1.395 2.288
H -3.455 -2.991 3.464
H -1.903 -4.698 3.861
H -1.681 -3.241 4.864
H -0.313 -4.344 4.564
H 1.235 2.538 -0.681
H 2.721 3.588 -2.335
H 4.044 2.155 -3.882
H 3.879 -0.321 -3.684
H 1.426 -3.075 -2.910
H 0.473 -1.801 -2.117
H 1.297 -3.025 -1.137
C -0.095 2.435 3.475
C 0.064 3.787 3.202
C -0.269 4.265 1.951
C -0.743 3.380 0.982
N -0.852 2.071 1.244
C -0.559 1.620 2.463
C -1.134 3.778 -0.390
C -1.262 5.122 -0.739
C -1.607 5.468 -2.034
C -1.822 4.467 -2.971
C -1.708 3.133 -2.604
C -1.361 2.746 -1.309
H 0.135 2.021 4.448
H 0.436 4.462 3.961
H -0.157 5.313 1.716
H -0.732 0.564 2.630
H -1.114 5.903 -0.004
H -1.716 6.510 -2.308
H -2.090 4.725 -3.989
H -1.899 2.394 -3.371
F -4.989 2.171 -3.439
C -5.336 0.919 -3.184
F -5.896 0.382 -4.261
F -6.210 0.903 -2.179
S -3.878 -0.080 -2.673
O -3.325 0.666 -1.552
O -4.342 -1.408 -2.434
N -3.015 0.104 -3.986
S -1.484 -0.180 -3.987
O -0.808 0.540 -5.009
O -0.897 -0.200 -2.643
C -1.355 -1.957 -4.522
F -0.091 -2.207 -4.889
F -1.682 -2.789 -3.542
F -2.132 -2.181 -5.566

# 3
17
Properties=species:S:1:pos:R:3 method="wB97M-V/def2-TZVPD" charge=0 multiplicity=1 homo_energy_ha=-0.296
C -1.634 -1.150 0.913
C -0.271 -0.585 0.693
C 0.010 0.722 0.469
N -0.912 1.733 0.589
C 1.327 1.033 -0.233
O 1.199 0.479 -1.555
C 1.460 -0.887 -1.637
O 2.244 -1.520 -0.946
H -2.094 -0.797 1.837
H -2.277 -0.890 0.063
H -1.572 -2.242 0.952
H 0.543 -1.299 0.797
H -0.859 2.462 -0.116
H -1.861 1.444 0.805
H 2.193 0.633 0.307
H 1.461 2.115 -0.350
H 1.043 -1.250 -2.588

# 4
19
Properties=species:S:1:pos:R:3 method="wB97M-V/def2-TZVPD" charge=+1 multiplicity=1 homo_energy_ha=-0.510
C 0.868 -1.017 -1.203
N 0.618 -0.208 0.066
C 1.915 0.366 0.486
C -0.390 0.851 -0.300
C -1.764 0.252 -0.032
N -1.761 -0.374 1.290
H -0.064 -1.325 -1.653
H 1.420 -0.343 -1.854
H 1.576 -1.796 -0.924
H 0.133 -0.815 0.741
H 2.153 1.092 -0.293
H 1.810 0.959 1.392
H 2.683 -0.393 0.601
H -0.246 1.158 -1.329
H -0.219 1.722 0.339
H -2.096 -0.447 -0.794
H -2.506 1.063 0.020
H -1.624 0.290 2.037
H -2.506 -1.037 1.410

# 5
134
Properties=species:S:1:pos:R:3 method="wB97M-V/def2-TZVPD" charge=-1 multiplicity=1 homo_energy_ha=-0.125
In 0.076 1.353 0.427
C 1.278 -3.962 -4.909
C 0.328 -4.320 -3.766
C 0.360 -3.338 -2.637
C 0.827 -3.540 -1.342
C 1.444 -4.797 -0.803
C 0.435 -5.718 -0.115
C 0.681 -2.332 -0.618
C 1.188 -2.231 0.743
C 1.906 -1.199 1.261
C 2.769 -1.210 2.466
C 2.929 -2.369 3.395
C 3.926 -3.404 2.870
C 3.427 -0.038 2.477
C 2.938 0.745 1.311
C 3.381 1.965 0.867
C 2.904 2.432 -0.425
N 1.684 2.102 -0.830
C 1.631 2.207 -2.198
C 0.707 1.476 -2.936
C -0.487 -0.057 -1.234
N -0.187 0.603 -2.524
C -1.147 -0.005 -3.436
C -0.889 -1.341 -3.646
C -0.070 -2.018 -2.717
N 0.105 -1.414 -1.454
C -2.440 0.116 -2.633
C -2.041 -0.064 -1.368
C -2.839 -0.038 -0.114
C -3.142 -2.530 1.471
C -3.786 0.191 -3.281
C -4.890 0.837 -2.453
C 2.850 2.799 -2.652
C 3.649 2.954 -1.535
C 5.078 3.398 -1.477
C 6.056 2.223 -1.518
C 3.194 3.130 -4.070
C 2.504 4.402 -4.563
N 1.980 0.013 0.668
C 4.406 0.463 3.491
C 3.708 1.258 4.597
H 1.217 -4.689 -5.720
H 2.308 -3.932 -4.551
H 1.045 -2.977 -5.313
H 0.577 -5.312 -3.384
H -0.696 -4.394 -4.150
H 2.235 -4.536 -0.097
H 1.940 -5.338 -1.614
H -0.049 -5.204 0.718
H 0.911 -6.621 0.271
H -0.353 -6.015 -0.810
H 1.181 -3.164 1.290
H 1.957 -2.844 3.552
H 3.255 -2.006 4.373
H 3.634 -3.753 1.879
H 3.989 -4.268 3.534
H 4.921 -2.965 2.782
H 4.201 2.462 1.371
H 0.702 1.593 -4.017
H -1.586 -1.924 -4.244
H -3.461 0.848 -0.071
H -2.179 0.008 0.751
H -3.796 -3.405 1.526
H -3.052 -2.066 2.451
H -1.892 -3.008 0.096
H -4.091 -0.827 -3.559
H -3.664 0.735 -4.221
H -5.227 0.181 -1.651
H -5.756 1.055 -3.080
H -4.549 1.773 -2.006
H 5.245 3.979 -0.564
H 5.292 4.079 -2.305
H 5.861 1.535 -0.694
H 7.094 2.555 -1.452
H 5.934 1.660 -2.445
H 2.924 2.294 -4.722
H 4.277 3.245 -4.163
H 1.419 4.300 -4.511
H 2.778 4.630 -5.595
H 2.779 5.254 -3.939
H 5.148 1.098 2.998
H 4.960 -0.374 3.926
H 3.198 2.125 4.180
H 4.418 1.603 5.352
H 2.945 0.651 5.086
C 0.600 5.034 1.051
N -0.060 3.924 1.701
C -1.471 4.190 1.903
C 0.591 3.550 2.944
C 0.092 2.225 3.472
C -0.082 2.044 4.839
C -0.457 0.807 5.348
C -0.661 -0.252 4.477
C -0.514 -0.056 3.106
C -0.140 1.181 2.572
H 0.575 5.953 1.665
H 0.112 5.245 0.099
H 1.640 4.779 0.851
H -1.620 5.065 2.562
H -1.953 3.325 2.355
H -1.956 4.371 0.948
H 0.493 4.336 3.718
H 1.657 3.444 2.724
H 0.079 2.880 5.512
H -0.595 0.676 6.415
H -0.936 -1.228 4.860
H -0.656 -0.910 2.449
C -4.669 2.302 1.823
C -5.332 0.954 1.540
C -4.467 -0.237 1.942
S -4.029 -1.370 0.377
O -1.856 -2.828 1.049
C -3.610 -2.721 -1.319
C -3.241 -4.210 -1.382
C -4.059 -5.135 -0.484
H -5.255 3.132 1.423
H -3.671 2.358 1.381
H -4.554 2.458 2.898
H -5.569 0.895 0.469
H -6.304 0.911 2.040
H -5.001 -0.916 2.613
H -3.560 0.089 2.457
H -2.963 -2.194 -2.017
H -4.635 -2.615 -1.698
H -2.176 -4.365 -1.179
H -3.361 -4.554 -2.419
H -3.722 -5.105 0.554
H -3.985 -6.175 -0.810
H -5.115 -4.857 -0.498
C -1.599 3.376 -1.290
O -1.584 2.486 -0.237
H -0.599 3.698 -1.623
H -2.153 4.302 -1.047
H -2.099 2.954 -2.185

# 6
14
Properties=species:S:1:pos:R:3 method="wB97M-V/def2-TZVPD" charge=0 multiplicity=1 homo_energy_ha=-0.382
C 0.433 0.158 0.469
C -2.059 -0.002 -0.088
C -0.647 0.148 -0.590
N -0.273 -1.488 -1.328
O -0.608 -2.449 -0.711
O 0.328 -1.360 -2.355
O -0.511 0.988 -1.637
Br -3.336 0.284 -1.532
Br -2.448 1.221 1.394
H 1.413 0.098 -0.006
H 0.397 1.076 1.054
H 0.313 -0.688 1.144
H -2.223 -1.007 0.308
H 0.146 0.636 -2.272

# 7
83
Properties=species:S:1:pos:R:3 method="wB97M-V/def2-TZVPD" charge=+3 multiplicity=1 homo_energy_ha=-0.525
Zr 1.827 -5.747 -0.538
C 0.307 -0.896 0.634
O 0.670 -2.242 0.643
H 0.947 -0.296 -0.015
H -0.732 -0.768 0.331
H 0.268 -0.403 1.605
C -7.325 -4.368 1.149
C -5.896 -3.906 1.031
C -5.184 -3.847 2.383
O -5.883 -2.974 3.332
C -5.239 -2.820 4.603
N -5.340 -4.834 0.097
H -7.988 -3.639 1.615
H -7.393 -5.340 1.636
H -7.729 -4.470 0.141
H -5.965 -2.920 0.572
H -4.280 -3.294 2.131
H -4.863 -4.818 2.761
H -5.166 -3.788 5.098
H -5.880 -2.181 5.211
H -4.261 -2.356 4.472
H -5.371 -5.756 0.507
H -6.012 -5.018 -0.635
C 7.312 0.636 2.693
C 6.656 1.066 4.025
C 5.332 0.350 4.287
O 4.722 0.737 5.521
C 3.258 0.708 5.530
N 7.607 0.643 5.069
H 6.673 1.018 1.898
H 7.458 -0.436 2.563
H 8.279 1.140 2.698
H 6.433 2.127 4.138
H 5.580 -0.710 4.230
H 4.700 0.597 3.433
H 2.941 0.929 6.549
H 2.851 -0.245 5.192
H 2.801 1.512 4.953
H 8.384 1.288 5.099
H 7.203 0.766 5.986
C -7.028 6.659 -0.899
C -5.655 6.277 -1.521
C -5.790 4.997 -2.433
O -6.314 3.888 -1.732
C -5.353 3.383 -0.816
N -5.324 7.536 -2.211
H -7.356 5.770 -0.359
H -7.785 6.683 -1.684
H -7.046 7.486 -0.189
H -4.941 6.081 -0.722
H -4.861 4.786 -2.963
H -6.448 5.258 -3.262
H -5.370 3.884 0.152
H -4.345 3.427 -1.228
H -5.533 2.318 -0.671
H -4.587 7.317 -2.865
H -6.077 7.590 -2.882
C 5.360 0.467 -6.041
C 5.746 -0.086 -4.632
C 4.906 0.699 -3.678
O 5.357 2.021 -3.427
C 4.554 3.084 -3.948
N 5.376 -1.452 -4.651
H 5.836 1.433 -6.215
H 4.304 0.693 -6.184
H 5.814 -0.198 -6.775
H 6.802 0.138 -4.484
H 5.029 0.129 -2.758
H 3.849 0.667 -3.945
H 4.889 4.022 -3.504
H 3.513 2.896 -3.685
H 4.552 3.220 -5.029
H 5.530 -1.920 -3.769
H 5.953 -1.944 -5.318
O -1.518 -5.081 -1.993
H -1.790 -5.246 -2.896
H -2.326 -4.849 -1.537
O 2.046 -3.475 -3.426
H 1.426 -2.947 -3.929
H 2.907 -3.163 -3.704
O 3.203 -5.925 2.698
H 4.095 -6.116 2.987
H 2.699 -5.849 3.508

# 8
72
Properties=species:S:1:pos:R:3 method="wB97M-V/def2-TZVPD" s2=6.04 charge=+4 multiplicity=5 homo_energy_ha="-0.711 / -0.714"
Pt 0.326 0.451 0.236
P 2.386 -0.829 0.670
P 1.307 2.546 0.369
P -0.993 -1.529 0.118
H -1.034 2.365 -1.853
C -1.222 1.313 -2.092
C -0.109 0.435 -1.660
H 0.812 0.820 -2.167
C 3.127 -1.315 -0.919
C 3.710 0.025 1.579
C 2.174 -2.368 1.617
C 0.036 3.776 0.055
C 1.941 2.965 2.004
C 2.614 2.811 -0.881
C -2.668 -1.084 -0.367
C -1.281 -2.371 1.665
C -0.555 -2.832 -1.104
H -2.195 0.990 -1.683
H -0.323 -0.568 -2.062
H 4.045 -1.909 -0.748
H 3.400 -0.416 -1.507
H 2.421 -1.928 -1.514
H 4.518 -0.701 1.772
H 3.321 0.380 2.544
H 4.118 0.868 1.007
H 3.171 -2.761 1.887
H 1.645 -3.137 1.037
H 1.628 -2.152 2.547
H 0.298 4.692 0.630
H -0.947 3.399 0.406
H -0.031 4.028 -1.014
H 2.968 2.587 2.149
H 1.287 2.530 2.781
H 1.928 4.066 2.095
H 3.020 3.827 -0.772
H 2.188 2.691 -1.893
H 3.443 2.083 -0.770
H -3.316 -1.995 -0.318
H -2.720 -0.683 -1.407
H -3.076 -0.305 0.328
H -2.058 -3.130 1.468
H -1.647 -1.660 2.418
H -0.365 -2.856 2.030
H -1.379 -3.575 -1.099
H 0.389 -3.350 -0.835
H -0.451 -2.463 -2.150
C -1.028 -0.352 -5.174
C 0.115 -1.218 -5.067
C 0.197 -2.455 -5.747
C -0.800 -2.795 -6.642
C -1.869 -1.924 -6.907
C -1.942 -0.704 -6.221
O -1.220 0.810 -4.507
H -1.310 1.125 -3.486
H 0.981 -0.910 -4.449
H 0.995 -3.150 -5.571
H -0.768 -3.730 -7.243
H -2.663 -2.168 -7.660
H -2.782 0.014 -6.393
N -0.293 0.667 2.141
C -0.827 0.800 3.175
C -1.416 0.936 4.450
C -2.740 1.375 4.598
C -3.288 1.503 5.855
C -2.531 1.239 6.991
C -1.215 0.806 6.857
C -0.646 0.655 5.591
H -3.316 1.616 3.672
H -4.334 1.832 5.954
H -2.958 1.374 7.991
H -0.597 0.588 7.738
H 0.409 0.335 5.457

# 9
10
Properties=species:S:1:pos:R:3 method="wB97M-V/def2-TZVPD" charge=0 multiplicity=1 homo_energy_ha=-0.383
C -0.320 0.654 0.772
C 0.363 0.955 -0.335
C -0.228 0.804 -1.636
N -0.717 0.673 -2.678
H -1.343 0.294 0.728
H 0.129 0.734 1.756
H 1.390 1.308 -0.297
O 0.372 -1.876 0.970
H -0.461 -2.157 0.573
H 0.793 -1.363 0.267

Which calculated total energy belongs to each record? In order, -767.85504; -4811.43033; -401.11989; -269.46441; -3037.64520; -5545.71006; -1545.85688; -2211.40148; -247.26108 hartree.